DFT (wB97M-V/def2-TZVPD) results for 11 unconnected molecules or ions with the total composition C33H86N11O19 at a distorted geometry.

```
149
Properties=species:S:1:pos:R:3
C 2.73 2.13 5.87
N 2.28 2.06 4.41
C 1.88 0.61 4.18
C 1.03 2.92 4.08
C 3.49 2.51 3.50
C 3.57 1.97 2.07
O 3.75 0.57 1.95
H 3.10 3.14 6.07
H 3.47 1.34 5.96
H 2.07 1.95 6.72
H 2.86 0.12 4.24
H 1.38 0.60 3.21
H 1.18 0.38 4.98
H 0.27 2.35 3.55
H 1.43 3.79 3.56
H 0.61 3.05 5.07
H 4.41 2.13 3.95
H 3.44 3.59 3.38
H 4.48 2.37 1.63
H 2.70 2.19 1.45
H 3.91 0.29 1.04
C 1.08 -1.37 0.92
C -0.14 -0.93 0.07
C 0.06 -0.20 -1.28
O -1.18 0.02 -1.96
C -0.94 0.36 -3.35
N -1.19 -2.02 -0.06
H -1.88 -1.67 -0.71
H -0.98 -2.95 -0.41
H -1.70 -2.13 0.81
H 1.84 -0.60 0.93
H 1.47 -2.27 0.46
H 0.83 -1.58 1.97
H -0.73 -0.20 0.62
H 0.83 -0.70 -1.86
H 0.40 0.79 -0.97
H -0.43 1.31 -3.50
H -1.95 0.29 -3.77
H -0.30 -0.42 -3.77
C 3.37 5.02 -4.17
C 3.40 3.46 -4.52
C 4.79 2.72 -4.53
O 4.65 1.29 -4.91
C 5.83 0.53 -4.98
N 2.58 2.57 -3.47
H 1.64 2.90 -3.63
H 2.60 1.58 -3.66
H 2.85 2.75 -2.52
H 3.98 5.46 -4.96
H 3.80 5.34 -3.22
H 2.32 5.33 -4.26
H 2.90 3.20 -5.45
H 5.19 2.71 -3.51
H 5.45 3.32 -5.16
H 6.20 0.46 -3.95
H 6.62 1.02 -5.55
H 5.70 -0.53 -5.22
C -2.42 -3.87 -5.79
C -3.12 -2.54 -5.56
C -4.04 -2.09 -6.75
O -5.00 -3.17 -6.95
C -5.86 -3.05 -8.00
N -3.71 -2.61 -4.13
H -3.11 -3.12 -3.49
H -3.98 -1.70 -3.78
H -4.50 -3.24 -4.10
H -1.80 -4.04 -6.67
H -3.11 -4.71 -5.84
H -1.52 -4.15 -5.23
H -2.36 -1.79 -5.37
H -3.31 -1.97 -7.55
H -4.60 -1.17 -6.56
H -6.62 -3.83 -8.03
H -5.26 -3.23 -8.89
H -6.24 -2.04 -8.11
C 1.25 -5.11 1.84
C 0.54 -4.66 3.18
C 1.48 -4.89 4.40
N 0.97 -4.51 5.83
C 0.15 -3.21 5.70
C 2.08 -4.41 6.85
C 1.83 -5.24 8.01
C 0.83 -6.28 7.54
C 0.01 -5.63 6.47
H 0.74 -4.89 0.90
H 1.38 -6.19 1.84
H 2.31 -4.87 1.77
H -0.48 -5.04 3.21
H 0.36 -3.58 3.14
H 2.40 -4.34 4.23
H 1.78 -5.94 4.39
H 0.80 -2.34 5.64
H -0.32 -3.17 6.68
H -0.66 -3.15 4.97
H 2.21 -3.37 7.17
H 2.98 -4.76 6.35
H 1.31 -4.63 8.74
H 2.68 -5.72 8.49
H 0.20 -6.62 8.36
H 1.30 -7.20 7.20
H -0.97 -5.36 6.86
H -0.29 -6.26 5.63
C -1.51 6.10 2.03
C -1.92 5.85 0.61
C -2.25 4.34 0.43
N -3.06 3.85 -0.89
C -3.24 2.32 -0.79
C -2.24 4.14 -2.18
C -3.28 4.52 -3.33
C -4.46 5.04 -2.67
C -4.38 4.71 -1.15
H -2.36 6.21 2.70
H -0.84 6.96 2.09
H -0.95 5.20 2.29
H -1.09 6.11 -0.05
H -2.77 6.51 0.43
H -2.87 4.00 1.26
H -1.41 3.69 0.66
H -2.24 1.90 -0.71
H -3.57 1.91 -1.75
H -4.02 2.23 -0.03
H -1.65 3.28 -2.48
H -1.52 4.94 -2.03
H -3.39 3.60 -3.91
H -2.79 5.34 -3.85
H -5.36 4.67 -3.15
H -4.62 6.11 -2.82
H -5.15 4.02 -0.78
H -4.33 5.58 -0.50
N 1.65 3.62 -0.21
O 2.76 3.92 -0.59
O 1.23 3.82 0.92
O 0.81 3.20 -1.05
N -2.17 0.64 3.04
O -2.38 1.54 2.24
O -1.61 0.84 4.09
O -2.64 -0.52 2.82
N -3.81 -4.59 1.13
O -4.62 -4.63 2.08
O -2.71 -4.06 1.41
O -3.89 -5.11 0.03
N -0.04 -3.37 -2.94
O -1.18 -3.26 -2.73
O 0.41 -3.07 -4.01
O 0.61 -3.63 -1.89
N 3.94 0.08 -1.40
O 4.04 -0.65 -0.49
O 4.16 1.25 -1.30
O 3.46 -0.34 -2.46
```

- net charge = +2
- E_HOMO (spin up / spin down) (Eh) = -0.412 / -0.412
- 2S+1 = 2
- gap between HOMO and LUMO (spin up / spin down) (Ha) = 0.24445 / 0.10212

DFT (wB97M-V/def2-TZVPD) results for 2 unconnected molecules or ions with the total composition C13H18BrF10NO2P at a distorted geometry.

```
46
Properties=species:S:1:pos:R:3
C -2.65 -4.01 -0.26
C -2.32 -2.99 1.02
C -1.70 -1.55 0.58
C -0.15 -1.54 0.07
C 0.71 -2.53 1.00
F 0.61 -3.91 0.38
C 2.29 -2.28 1.20
C 3.26 -3.42 0.46
N -0.11 -2.26 -1.29
C 1.17 -1.80 -1.97
O 1.98 -2.44 -2.84
C 1.42 -0.27 -1.36
C 0.22 0.02 -0.23
C 1.01 0.94 0.87
C 0.15 2.13 1.58
O -0.98 1.99 2.29
Br 0.83 4.02 1.32
C -0.77 0.97 -1.16
F -2.04 1.36 -0.53
F -1.14 0.31 -2.47
F -0.10 2.26 -1.57
H -3.32 -3.36 -1.00
H -1.64 -4.36 -0.77
H -3.30 -4.92 0.13
H -3.40 -2.77 1.50
H -1.73 -3.54 1.89
H -2.36 -1.17 -0.34
H -1.84 -0.70 1.41
H 0.21 -2.55 2.08
H 2.53 -2.40 2.37
H 2.73 -1.25 0.89
H 3.31 -4.42 1.07
H 4.37 -2.98 0.46
H 2.98 -3.59 -0.67
H -0.97 -2.17 -1.88
H 2.54 -0.19 -1.01
H 1.42 0.36 -2.35
H 1.50 0.32 1.77
H 1.94 1.44 0.32
F -0.79 7.74 -1.97
P -0.95 7.61 -0.43
F -1.67 8.93 -0.82
F -0.51 8.31 0.89
F -2.25 7.18 0.31
F 0.60 7.43 -0.34
F -1.06 6.07 -0.62
```

- net charge = -1
- E_HOMO (Eh) = -0.251
- gap between HOMO and LUMO (Ha) = 0.31446

DFT (wB97M-V/def2-TZVPD) results for 2 unconnected molecules or ions with the total composition CH7N2S at a distorted geometry.

```
11
Properties=species:S:1:pos:R:3
S -1.99 0.83 -1.27
H -2.07 -0.48 -1.03
N 1.27 -1.76 0.74
C 1.79 -0.41 0.48
N 0.98 0.67 0.97
H 0.28 -1.73 0.58
H 1.58 -2.09 1.64
H 1.98 -0.40 -0.59
H 2.79 -0.39 0.93
H 0.46 0.40 1.81
H 0.33 1.09 0.32
```

- net charge = 0
- ΔE to the lowest compared entry with this formula, charge and spin (kcal/mol) = 2.6
- E_HOMO (spin up / spin down) (Eh) = -0.318 / -0.318
- 2S+1 = 2
- gap between HOMO and LUMO (spin up / spin down) (Ha) = 0.34739 / 0.21421

DFT (wB97M-V/def2-TZVPD) results for a molecular structure, C25H26BMnN2O7PSSe2 at a distorted geometry.

```
66
Properties=species:S:1:pos:R:3
Mn -0.83 0.07 0.20
Se 3.16 -0.08 -0.10
P 2.41 -0.04 1.89
Se 0.29 -0.10 2.39
C 3.03 1.44 2.76
C 2.18 2.47 3.13
C 2.69 3.61 3.73
C 4.05 3.73 3.96
C 4.91 2.70 3.58
C 4.40 1.57 2.98
C 3.14 -1.42 2.88
C 2.68 -1.67 4.18
C 3.27 -2.66 4.95
C 4.31 -3.42 4.43
C 4.76 -3.18 3.14
C 4.18 -2.19 2.37
H 1.11 2.40 2.97
H 2.00 4.40 4.01
H 4.45 4.62 4.42
H 5.97 2.79 3.75
H 5.07 0.77 2.66
H 1.86 -1.09 4.58
H 2.90 -2.84 5.95
H 4.77 -4.19 5.04
H 5.57 -3.77 2.73
H 4.51 -2.00 1.36
O -0.08 2.52 -3.38
S -0.07 1.19 -2.78
N -0.34 1.02 -1.34
O -4.84 -0.41 1.06
C -3.72 -0.05 1.39
O -2.67 -0.21 0.66
C -3.46 0.56 2.74
C -4.32 0.23 3.79
C -4.07 0.73 5.06
C -3.00 1.57 5.31
C -2.14 1.92 4.25
C -2.38 1.41 2.96
N -1.05 2.74 4.49
O -0.86 3.19 5.66
O -0.26 3.02 3.54
H -5.16 -0.42 3.59
H -4.73 0.46 5.88
H -2.79 1.96 6.29
H -1.71 1.70 2.17
C -1.72 -4.71 0.29
C -0.75 -4.08 -0.70
C -0.87 -4.78 -2.05
O -1.18 -2.72 -0.88
B -0.24 -1.89 -0.33
O 0.89 -2.54 0.05
C 0.73 -3.95 -0.17
C 0.98 -4.63 1.18
C 1.81 -4.37 -1.16
H -2.73 -4.65 -0.12
H -1.72 -4.18 1.23
H -1.48 -5.76 0.47
H -1.92 -4.86 -2.32
H -0.44 -5.78 -2.03
H -0.37 -4.21 -2.83
H 0.36 -4.20 1.95
H 2.02 -4.46 1.46
H 0.81 -5.70 1.12
H 1.68 -3.88 -2.12
H 1.83 -5.45 -1.30
H 2.77 -4.05 -0.76
```

- net charge = -2
- ΔE to the lowest compared entry with this formula, charge and spin (kcal/mol) = 11.2
- E_HOMO (spin up / spin down) (Eh) = -0.003 / -0.103
- 2S+1 = 6
- gap between HOMO and LUMO (spin up / spin down) (Ha) = 0.15068 / 0.25153

DFT (wB97M-V/def2-TZVPD) results for a gas-phase ion, C3H7NOS2 (charge -1) at a distorted geometry.

```
14
Properties=species:S:1:pos:R:3
S -2.05 -2.67 -1.76
S -1.86 -0.73 -1.29
C -0.85 -0.60 0.20
C -0.40 0.85 0.28
C 0.98 0.90 0.95
N 1.96 1.66 0.32
O 1.05 0.37 2.04
H -0.75 -3.20 -1.63
H -1.33 -1.01 1.08
H 0.10 -1.09 -0.01
H -1.18 1.53 0.70
H -0.33 1.31 -0.72
H 2.75 1.03 0.53
H 1.90 1.66 -0.69
```

- net charge = -1
- ΔE to the lowest compared entry with this formula, charge and spin (kcal/mol) = 35.6
- E_HOMO (spin up / spin down) (Eh) = 0.043 / -0.160
- 2S+1 = 2
- gap between HOMO and LUMO (spin up / spin down) (Ha) = 0.06579 / 0.26476

DFT (wB97M-V/def2-TZVPD) results for a single C2H6N4O molecule at a distorted geometry.

```
13
Properties=species:S:1:pos:R:3
N 1.87 -1.05 -0.14
N 2.15 0.24 0.17
C 1.22 1.10 0.23
O -0.11 0.83 -0.01
C -0.65 -0.17 0.78
N -1.84 -0.58 0.59
N -2.55 0.19 -0.32
H 2.67 -1.41 -0.67
H 1.07 -1.12 -0.74
H 1.42 2.21 0.36
H -0.05 -0.56 1.58
H -3.21 -0.41 -0.78
H -1.99 0.73 -1.04
```

- net charge = 0
- ΔE to the lowest compared entry with this formula, charge and spin (kcal/mol) = 82.6
- E_HOMO (Eh) = -0.326
- gap between HOMO and LUMO (Ha) = 0.35809

Record order is preserved below.
E: -3339.3557, -4625.2866, -549.9208, -8322.8315, -1044.8169, -373.9788 a.u.